Computed, not measured: a structure of composition C38H42BMgN11OP, with ωB97M-V with the def2-TZVPD basis set.

Values from the calculation:
- ⟨S²⟩ = 0.767
- 2S+1 = 2
- E_HOMO (alpha / beta) (eV) = -13.18 / -13.18
- net charge = +2
- max |F| (Eh/bohr) = 0.074

XYZ file:
```
95
C38H42BMgN11OP ωB97M-V with the def2-TZVPD basis set
Mg 15.675 13.401 12.334
C 14.213 16.299 10.180
C 13.388 15.308 10.930
C 11.999 15.125 10.878
C 11.782 14.060 11.719
N 12.905 13.644 12.306
N 13.931 14.427 11.772
B 13.012 12.636 13.484
N 13.776 13.314 14.659
C 13.346 13.666 15.863
C 14.523 13.995 16.583
C 15.575 13.804 15.597
C 16.985 14.190 15.869
N 15.110 13.440 14.427
N 13.919 11.433 13.281
C 14.076 10.417 14.096
C 15.122 9.637 13.691
C 15.635 10.295 12.529
C 16.845 9.971 11.767
N 14.928 11.411 12.350
N 11.581 12.249 13.749
C 10.574 12.831 14.483
C 9.522 11.943 14.494
C 9.947 10.828 13.675
C 9.211 9.584 13.339
N 11.238 10.987 13.330
H 13.802 16.584 9.204
H 15.249 15.938 10.031
H 14.303 17.232 10.756
H 11.218 15.480 10.251
H 10.826 13.647 11.888
H 12.293 13.557 16.038
H 14.743 14.381 17.541
H 17.762 13.565 15.471
H 17.244 14.108 16.920
H 17.207 15.239 15.658
H 13.350 10.322 14.925
H 15.614 8.806 14.158
H 16.679 9.106 11.090
H 17.616 9.760 12.429
H 17.150 10.747 11.010
H 10.483 13.864 14.757
H 8.446 12.027 14.692
H 8.844 9.122 14.271
H 9.987 8.931 12.910
H 8.342 9.659 12.699
O 16.202 12.856 10.206
N 15.508 12.036 9.259
C 14.649 12.649 8.522
C 14.040 11.826 7.474
C 14.500 11.602 6.214
C 13.917 10.727 5.301
C 12.805 10.004 5.597
C 12.341 10.184 6.903
C 12.973 10.940 7.885
P 12.507 10.905 9.645
C 10.801 11.218 9.631
C 10.474 12.385 8.896
C 9.212 12.843 8.861
C 8.180 12.191 9.633
C 8.524 11.094 10.426
C 9.821 10.569 10.405
C 13.126 9.222 10.150
C 12.532 8.758 11.326
C 12.748 7.457 11.691
C 13.584 6.610 10.914
C 14.278 7.136 9.843
C 13.999 8.416 9.408
H 17.038 12.399 10.477
H 14.438 13.671 8.569
H 15.316 12.188 5.899
H 14.317 10.628 4.253
H 12.284 9.363 4.857
H 11.560 9.549 7.302
H 11.226 12.895 8.317
H 8.854 13.656 8.179
H 7.195 12.621 9.614
H 7.712 10.683 10.990
H 10.106 9.604 10.925
H 11.973 9.431 11.943
H 12.321 6.925 12.555
H 13.592 5.540 11.033
H 14.871 6.446 9.265
H 14.531 8.875 8.621
C 20.253 12.344 14.898
N 19.930 12.915 13.556
C 21.126 13.410 12.859
C 18.764 12.961 13.018
N 17.772 13.139 12.423
H 20.880 13.044 15.421
H 20.830 11.397 14.735
H 19.364 12.096 15.496
H 21.725 12.480 12.695
H 21.556 14.119 13.515
H 20.877 13.852 11.900
```

***

Computed, not measured: the molecule C6H10FN, with ωB97M-V with the def2-TZVPD basis set.

Values from the calculation:
- SMILES string = C=C/C(F)=C(/C)CN
- 2S+1 = 1
- E_HOMO (eV) = -8.50
- net charge = 0
- relative energy (zero: lowest compared OMol25 entry of this formula, charge and spin) (kcal/mol) = 15.6
- max |F| (Eh/bohr) = 0.034

XYZ file:
```
18
C6H10FN ωB97M-V with the def2-TZVPD basis set
C 2.969 0.591 -0.150
C 1.788 0.221 0.350
C 0.579 -0.037 -0.473
F 0.749 0.226 -1.804
C -0.674 -0.406 -0.095
C -1.793 -0.492 -1.052
C -1.098 -0.639 1.341
N -1.935 0.473 1.752
H 3.062 0.822 -1.228
H 3.872 0.588 0.432
H 1.642 0.150 1.479
H -2.605 0.203 -0.715
H -2.240 -1.514 -1.074
H -1.563 -0.239 -2.087
H -0.249 -0.803 1.969
H -1.724 -1.548 1.330
H -1.477 1.352 1.823
H -2.541 0.216 2.526
```

***

Computed, not measured: a cluster of 12 separate species, H24O12 in total, with ωB97M-V with the def2-TZVPD basis set.

Values from the calculation:
- SMILES string = O.O.O.O.O.O.O.O.O.O.O.O
- 2S+1 = 1
- E_HOMO (eV) = -10.67
- net charge = 0
- relative energy (zero: lowest compared OMol25 entry of this formula, charge and spin) (kcal/mol) = 79.3
- max |F| (Eh/bohr) = 0.024

XYZ file:
```
36
H24O12 ωB97M-V with the def2-TZVPD basis set
O 0.037 -1.307 0.047
H -0.355 -0.481 0.350
H 0.962 -1.085 -0.110
O -0.323 0.311 -2.967
H -0.739 1.129 -2.672
H -0.525 0.271 -3.908
O -1.923 0.819 2.257
H -1.241 0.788 1.577
H -2.726 1.045 1.773
O -3.143 2.596 3.312
H -2.322 2.469 2.823
H -3.180 3.547 3.464
O -3.574 1.717 -1.429
H -3.266 2.629 -1.389
H -3.224 1.387 -2.264
O 3.384 -2.374 3.427
H 2.552 -2.708 3.070
H 3.366 -2.643 4.352
O 0.684 2.923 -2.800
H -0.155 2.825 -2.338
H 0.468 3.467 -3.566
O 3.046 -3.470 -2.481
H 3.252 -2.529 -2.514
H 2.087 -3.496 -2.385
O 0.550 -3.056 -3.092
H -0.366 -2.768 -3.176
H 0.597 -3.852 -3.632
O 2.911 2.494 2.391
H 3.567 2.794 1.752
H 2.407 1.826 1.914
O 0.728 1.964 0.110
H 1.163 1.508 -0.619
H 0.189 2.636 -0.323
O -2.069 -3.052 1.747
H -1.953 -2.098 1.813
H -3.020 -3.180 1.831
```

***

Computed, not measured: a cluster of 5 separate species, C22H55N6O4S in total, with ωB97M-V with the def2-TZVPD basis set.

Values from the calculation:
- 2S+1 = 1
- E_HOMO (eV) = -10.91
- net charge = +1
- max |F| (Eh/bohr) = 0.082

XYZ file:
```
88
C22H55N6O4S ωB97M-V with the def2-TZVPD basis set
S -0.256 -2.544 3.512
C 0.241 -1.189 2.713
N 0.702 -0.173 2.102
C 1.480 0.733 2.983
C 0.949 0.850 4.485
C 1.671 -0.112 5.539
C 3.220 -0.392 5.238
C 3.388 -0.746 3.695
N 2.974 0.466 2.924
H 1.362 1.776 2.532
H 1.185 1.921 4.812
H -0.185 0.772 4.563
H 1.088 -1.077 5.716
H 1.651 0.436 6.541
H 3.855 0.539 5.430
H 3.611 -1.232 5.887
H 4.507 -0.887 3.517
H 2.854 -1.679 3.358
H 3.330 0.510 1.956
H 3.398 1.279 3.413
C -1.055 1.225 -0.267
C -0.741 2.530 0.457
C -1.932 3.507 0.522
O -2.207 4.180 -0.697
C -2.928 3.411 -1.648
N 0.435 3.150 -0.165
H -1.056 1.332 -1.352
H -0.303 0.472 -0.028
H -2.029 0.830 0.036
H -0.481 2.270 1.492
H -1.681 4.295 1.240
H -2.835 3.017 0.905
H -3.654 2.745 -1.174
H -2.237 2.840 -2.272
H -3.464 4.099 -2.302
H 0.711 3.960 0.388
H 0.130 3.557 -1.050
C 1.325 -4.348 -1.272
C 0.660 -3.124 -0.651
C -0.801 -2.914 -1.099
O -0.946 -2.399 -2.416
C -0.799 -3.363 -3.447
N 1.484 -1.939 -0.927
H 1.641 -4.180 -2.302
H 2.222 -4.616 -0.709
H 0.654 -5.211 -1.258
H 0.644 -3.281 0.434
H -1.249 -2.161 -0.440
H -1.396 -3.827 -0.975
H -1.194 -4.340 -3.157
H 0.250 -3.447 -3.737
H -1.350 -3.010 -4.320
H 1.098 -1.146 -0.418
H 1.338 -1.689 -1.906
C 6.055 3.362 -2.352
C 4.688 3.104 -1.725
C 3.938 1.903 -2.340
O 3.371 2.152 -3.618
C 4.292 2.089 -4.696
N 3.890 4.332 -1.798
H 5.989 3.866 -3.316
H 6.653 4.005 -1.701
H 6.607 2.428 -2.493
H 4.857 2.870 -0.666
H 3.091 1.667 -1.686
H 4.569 1.005 -2.366
H 5.060 1.327 -4.538
H 4.752 3.067 -4.855
H 3.736 1.840 -5.600
H 3.024 4.190 -1.281
H 3.578 4.434 -2.764
C -5.104 -3.204 1.290
C -4.608 -2.430 0.073
C -5.459 -1.187 -0.263
O -6.706 -1.473 -0.878
C -7.725 -1.892 0.015
N -4.516 -3.345 -1.070
H -5.971 -3.828 1.069
H -4.321 -3.873 1.656
H -5.371 -2.528 2.107
H -3.597 -2.074 0.306
H -4.904 -0.589 -0.993
H -5.601 -0.547 0.618
H -7.656 -1.389 0.984
H -7.689 -2.975 0.146
H -8.689 -1.649 -0.434
H -4.079 -2.853 -1.848
H -5.466 -3.516 -1.399
```